No. 1
Below is a structure of composition C15H35N3O8P2SSc in a non-equilibrium geometry, with properties calculated with ωB97M-V/def2-TZVPD.

Atoms and positions in Å:
Sc -1.7955 -0.0346 -1.0942
N -3.4123 2.1404 3.0185
C -2.7422 1.4582 2.0465
O -2.3382 2.0560 1.0552
C -2.5290 -0.0157 2.2564
C -2.7078 -0.7842 0.9357
H -3.6924 3.0844 2.8131
H -3.9136 1.6254 3.7188
H -3.1630 -0.3362 3.1000
H -1.4933 -0.1145 2.6037
H -3.7843 -0.7755 0.7002
H -2.4602 -1.8339 1.1120
C 0.6759 3.8774 -3.7407
C -0.0409 2.5757 -3.4274
O -0.2391 1.8817 -4.6535
P 0.9876 1.5154 -2.3325
O 1.7494 2.3884 -1.2384
O 2.1744 1.0869 -3.3126
O 0.2941 0.3055 -1.8056
P -1.7404 2.8693 -2.6079
O -1.0121 2.8137 -1.1199
O -2.1997 1.3189 -2.8880
O -3.2090 1.4370 -1.7915
H 1.6790 3.7017 -4.1344
H 0.7518 4.4988 -2.8473
H 0.0994 4.4157 -4.4952
H -0.7786 1.0909 -4.4903
H 1.4418 2.1946 -0.3334
H 2.5487 0.2370 -3.0462
H -1.6368 2.7791 -0.3685
C -1.9275 -3.9441 -3.5099
C -1.3221 -3.0829 -2.3872
C 0.1312 -2.7810 -2.7757
C -1.2776 -3.9606 -1.1176
C -2.1237 -1.8030 -2.1708
H -1.3410 -4.8556 -3.7086
H -1.9881 -3.3557 -4.4286
H -2.9444 -4.2458 -3.2401
H 0.7143 -3.7026 -2.9193
H 0.6176 -2.1841 -1.9979
H 0.1552 -2.1979 -3.7007
H -0.7155 -4.8997 -1.2649
H -2.2952 -4.2125 -0.8059
H -0.8174 -3.4009 -0.2979
H -3.1990 -2.0644 -2.1247
C 1.5953 2.4926 3.4668
N 2.3653 1.2567 3.4819
C 3.7978 1.5296 3.6269
C 2.0052 0.2641 2.5849
S 0.8997 0.4958 1.3924
N 2.6279 -0.9340 2.7741
C 2.8261 -1.4546 4.1275
C 2.3899 -2.0116 1.8175
H 1.8536 3.0529 4.3663
H 0.5310 2.2771 3.4673
H 1.8163 3.1009 2.5838
H 4.1498 2.1311 2.7808
H 4.3762 0.6141 3.6647
H 3.9681 2.0898 4.5463
H 2.9530 -0.6558 4.8470
H 3.7071 -2.0965 4.1448
H 1.9556 -2.0528 4.4139
H 2.3930 -1.6297 0.8020
H 1.4222 -2.4904 1.9898
H 3.1862 -2.7461 1.9385

The value obtained for the LUMO energy is 2.098 eV. Its maximum force is 2.179 eV/Å. As for the total charge: -1. Its HOMO energy is -1.0 eV. Its spin multiplicity is 1. The HOMO-LUMO gap is 3.049 eV. As for the energy above the lowest of the compared OMol25 structures with the same formula, charge and spin: 145.44 kcal per mole.

Atom charges from the Löwdin analysis, given in e for atoms 1 to 8: number 1, Sc, carries 0.786; number 2, N, carries 0.155; number 3, C, carries -0.529; number 4, O, carries -0.015; number 5, C, carries -0.272; number 6, C, carries -0.254; number 7, H, carries 0.100; number 8, H, carries 0.087

---

No. 2
Below is the molecule C5H5ClN2S2 in a non-equilibrium geometry, with properties calculated with ωB97M-V/def2-TZVPD.

Atoms and positions in Å:
C 2.0120 -0.5044 0.3346
C 1.7500 1.6933 -0.6292
C 0.7261 -0.1583 0.2351
C 0.5421 1.1837 -0.2759
C -1.5729 -0.8983 0.0185
N -0.3009 -0.9888 0.5387
N -2.4493 0.0130 0.6269
S 3.1090 0.7474 -0.2551
S -0.8703 2.1066 -0.0715
Cl -3.7596 0.3013 -0.4257
H 2.2727 -1.4025 0.8858
H 1.9897 2.5959 -1.0052
H -1.3530 -0.8378 -1.1070
H -1.9749 -1.9196 0.1201
H -0.1207 -1.9315 1.0100

The value obtained for the LUMO energy (alpha / beta) is -2.633 / -2.679 eV. Its maximum force is 4.802 eV/Å. As for the total charge: 0. Its HOMO energy (alpha / beta) is -7.9 / -7.8 eV. Its spin multiplicity is 1. The HOMO-LUMO gap (alpha / beta) is 5.255 / 5.092 eV. As for the energy above the lowest of the compared OMol25 structures with the same formula, charge and spin: 69.97 kcal per mole.

Atom charges from the Löwdin analysis, given in e for atoms 1 to 8: number 1, C, carries -0.348; number 2, C, carries -0.478; number 3, C, carries -0.433; number 4, C, carries -0.738; number 5, C, carries -0.527; number 6, N, carries -0.020; number 7, N, carries -0.390; number 8, S, carries 0.981

---

No. 3
Below is a structure of composition C6H13O4Rh in a non-equilibrium geometry, with properties calculated with ωB97M-V/def2-TZVPD.

Atoms and positions in Å:
C -1.7136 -0.3882 3.0160
O -2.1915 0.3344 1.9539
C -3.0105 1.4623 2.2647
H -2.1185 -1.3991 3.0926
H 1.2323 -0.7744 1.3218
H -0.8711 0.0745 3.5293
H -3.3194 1.8969 1.3083
H -2.4145 2.2329 2.7720
H -3.8255 1.1247 2.9204
O -1.0469 -1.8555 0.3590
C 0.2379 -2.2536 0.0160
C 1.2137 -1.0855 0.1761
O 0.6060 -0.0399 -0.5708
C 1.1235 1.2813 -0.4738
C -0.0016 2.1989 -0.9506
O -1.2035 1.8823 -0.3339
Rh -1.3686 0.0119 0.0594
H 0.2811 -2.6017 -1.0388
H 0.6126 -3.0800 0.6527
H 2.2236 -1.3104 -0.1993
H 2.0360 1.3799 -1.0825
H 1.3677 1.4838 0.5832
H -0.0736 2.1097 -2.0553
H 0.3172 3.2399 -0.7455

The value obtained for the LUMO energy (alpha / beta) is -2.678 / -6.439 eV. Its maximum force is 2.961 eV/Å. As for the total charge: +1. Its HOMO energy (alpha / beta) is -12.4 / -13.8 eV. Its spin multiplicity is 6. The HOMO-LUMO gap (alpha / beta) is 9.697 / 7.374 eV. As for the energy above the lowest of the compared OMol25 structures with the same formula, charge and spin: 0.00 kcal per mole.

Atom charges from the Löwdin analysis, given in e for atoms 1 to 8: number 1, C, carries 0.032; number 2, O, carries -0.417; number 3, C, carries -0.041; number 4, H, carries 0.097; number 5, H, carries 0.171; number 6, H, carries 0.094; number 7, H, carries 0.093; number 8, H, carries 0.109

---

No. 4
Below is a structure of composition C42H40N8OPbS in a non-equilibrium geometry, with properties calculated with ωB97M-V/def2-TZVPD.

Atoms and positions in Å:
Pb 11.9360 10.8290 12.5440
C 15.2647 10.4520 11.4215
N 14.3097 11.5721 11.3243
C 14.7380 12.8481 11.9184
C 13.6414 13.6911 12.6642
C 14.1418 14.9293 13.1745
C 13.3493 15.7576 13.9033
C 11.9899 15.4572 14.0204
C 11.5391 14.2632 13.4967
N 12.3506 13.3809 12.8616
C 13.7937 11.7304 9.9612
C 13.0631 10.5344 9.4650
C 13.0473 10.3721 8.0565
C 12.3240 9.3619 7.4923
C 11.7828 8.3752 8.3226
C 11.8334 8.6027 9.7126
N 12.3966 9.6760 10.2740
C 15.3985 9.9654 12.8281
C 16.2774 8.8884 13.0682
C 16.4832 8.4276 14.3766
C 15.9180 9.1942 15.3674
C 15.0237 10.1728 15.0635
N 14.6645 10.4803 13.8161
H 16.2475 10.7430 11.0230
H 14.8132 9.6104 10.8213
H 15.1192 13.5883 11.1295
H 15.6310 12.6417 12.5825
H 15.1825 15.1982 13.0334
H 13.8183 16.5679 14.5308
H 11.2953 16.1637 14.4540
H 10.5265 13.8959 13.6831
H 14.6489 11.8519 9.2442
H 13.0961 12.5643 9.8341
H 13.5858 11.1274 7.3761
H 12.2213 9.1931 6.4335
H 11.2842 7.4832 8.0244
H 11.3414 7.9576 10.4538
H 16.7651 8.5083 12.1485
H 17.1248 7.5238 14.4638
H 16.0649 8.8638 16.3860
H 14.3390 10.6500 15.7516
C 7.8654 10.2951 9.4785
N 7.6241 10.3527 10.9232
C 6.4986 9.8699 11.6355
C 6.7686 10.0319 12.9277
N 8.0113 10.7135 13.0740
C 8.5208 10.9505 11.8094
S 9.6781 12.0690 11.4403
C 8.6983 10.9352 14.3025
C 7.9407 11.4189 15.3198
C 8.5164 11.6038 16.6020
C 9.8493 11.3094 16.7180
C 10.5284 10.7365 15.6351
N 10.0235 10.6261 14.3913
H 7.7022 9.2737 9.0238
H 8.8748 10.6574 9.3430
H 7.1410 10.9362 8.9987
H 5.6048 9.4760 11.1761
H 6.2658 9.6329 13.8271
H 6.8912 11.7351 15.1365
H 7.8849 11.8522 17.4965
H 10.3706 11.4221 17.6498
H 11.8434 9.2939 15.1373
N 11.7043 10.0169 15.8963
C 12.0025 9.4328 17.1804
C 11.5379 8.1602 17.5449
C 10.6804 8.1118 18.6652
C 10.0228 6.9663 19.0583
C 9.8979 5.9050 18.0781
C 10.6899 5.8931 16.9458
C 11.8497 6.8687 16.8080
C 12.6720 10.2163 18.1426
C 13.1596 9.6186 19.3303
C 14.0377 10.3177 20.1926
C 14.5877 11.4999 19.8136
C 14.1457 12.0977 18.6379
C 13.1026 11.5780 17.8434
H 10.4810 9.1306 19.1333
H 9.4659 6.9180 19.9910
H 9.1380 5.0595 18.1413
H 10.6071 5.2840 16.0769
H 12.7045 6.4209 17.3847
H 12.8966 8.6084 19.5689
H 14.2716 9.7997 21.1040
H 15.3688 12.0340 20.4047
H 14.6364 13.0116 18.3328
H 12.7839 12.1389 16.9446
C 13.1792 5.6529 15.0542
C 12.3375 6.8905 15.3216
O 12.1205 7.7654 14.4677
H 12.8140 4.6895 15.5200
H 14.1321 5.7799 15.5567
H 13.3525 5.5247 14.0024

The value obtained for the LUMO energy (alpha / beta) is -4.846 / -4.868 eV. Its maximum force is 3.426 eV/Å. As for the total charge: +2. Its HOMO energy (alpha / beta) is -11.4 / -11.2 eV. Its spin multiplicity is 1. The HOMO-LUMO gap (alpha / beta) is 6.603 / 6.359 eV. As for the energy above the lowest of the compared OMol25 structures with the same formula, charge and spin: 57.31 kcal per mole.

Atom charges from the Löwdin analysis, given in e for atoms 1 to 8: number 1, Pb, carries 1.346; number 2, C, carries -0.125; number 3, N, carries -0.245; number 4, C, carries -0.115; number 5, C, carries -0.220; number 6, C, carries -0.026; number 7, C, carries -0.046; number 8, C, carries -0.035

---

no.,E_tot (Eh)
1,-3200.423696
2,-1559.419154
3,-647.406152
4,-2728.241362